Computed, not measured: a cluster of 2 separate species, C4H9NO3 in total, with ωB97M-V/def2-TZVPD.

Values from the calculation:
**E_tot**: -11920.8172 eV
**LUMO**: 0.60 eV
**ΔE to the lowest compared entry with this formula, charge and spin**: 648.8 kJ/mol

Structure (XYZ):
```
17
Properties=species:S:1:pos:R:3:lowdin_charge:R:1
H -2.53044 -0.26333 1.62100 0.161
C 1.96744 0.09199 0.29682 -0.463
H 4.01516 0.79172 -0.20873 0.078
H -3.85073 0.82861 0.21091 0.122
N 1.33854 1.05929 -0.43499 -0.007
C -3.22528 0.56117 -0.73729 -0.085
H 0.21077 -0.64082 -0.14464 0.067
H 3.91712 -0.68870 0.89210 0.061
O 0.97638 -0.30297 -0.73699 -0.065
C -1.81745 -0.52371 0.82026 -0.276
H 3.57462 -0.68804 -0.84979 0.093
H -3.02498 1.46233 -1.37745 0.109
O -0.78449 -1.12232 1.00156 0.065
C 3.45255 -0.09996 0.10377 -0.060
O -1.99363 0.02786 -0.38228 -0.062
H -3.78097 -0.14396 -1.42469 0.107
H 1.55538 -0.34918 1.35045 0.156
```



Computed, not measured: an isolated molecule of C16H24ClN3OS, with ωB97M-V/def2-TZVPD.

Values from the calculation:
**E_tot**: -46857.3424 eV
**SMILES**: COc1ccc(NC(=S)NCCN2CCC(C)CC2)cc1Cl
**LUMO**: 0.66 eV
**ΔE to the lowest compared entry with this formula, charge and spin**: 14.8 kJ/mol

Structure (XYZ):
```
46
Properties=species:S:1:pos:R:3:lowdin_charge:R:1
H -1.88444 0.58858 2.14823 0.118
H -0.32613 4.53430 -0.23073 0.076
C -1.52481 2.75914 -0.52083 -0.394
H -4.19888 -0.90031 0.49129 0.127
C -0.58362 -3.53542 -0.09851 -0.872
H -0.73727 4.21051 -1.91594 0.076
N -2.30835 0.04697 0.18853 -0.198
H -2.07582 2.08070 -2.50165 0.118
H 3.19814 -3.17877 -0.94474 0.110
N -1.29260 -2.41165 -0.24368 0.000
S -1.26973 -5.04149 -0.07370 0.613
C 2.07990 -0.18180 1.12546 0.001
C -2.75945 0.64127 -1.05872 -0.186
C -3.11896 -1.08862 0.59835 -0.172
H -3.12286 -2.27282 -1.23171 0.116
H -2.88001 -0.14930 -1.80157 0.116
C 5.39156 1.17740 0.47340 -0.120
H 1.25056 -4.32519 -0.16209 0.118
C 3.74613 -1.27149 -0.18189 -0.549
H -2.91302 -1.28432 1.65368 0.122
H -0.83790 -1.50961 -0.31597 0.111
H 0.24910 -1.20608 1.44578 0.112
H -3.12269 -3.23863 0.25158 0.076
C 2.86876 -2.33070 -0.36373 -0.053
C -0.45657 3.74911 -0.97187 -0.071
C 3.36437 -0.15611 0.56618 -0.285
H -1.04542 2.84937 1.58857 0.120
H 5.65997 2.14640 0.89412 0.093
H -2.47067 3.29712 -0.38607 0.141
N 0.77804 -3.44219 -0.02346 0.038
C -1.73446 1.65552 -1.55634 -0.152
H -0.78522 1.14534 -1.73358 0.122
H 0.49684 3.24252 -1.10629 0.079
H -3.73826 1.13842 -0.92877 0.130
C 1.58825 -2.32780 0.17821 -0.241
C -1.14270 2.09861 0.80253 -0.153
O 4.04801 0.97916 0.85488 -0.087
C -2.72793 -2.33112 -0.21063 -0.200
C 1.20587 -1.22870 0.95007 -0.022
H 6.04944 0.41131 0.88927 0.076
Cl 5.30116 -1.46085 -0.94538 0.717
C -2.18995 1.06834 1.21423 -0.192
H 1.80251 0.66706 1.73044 0.120
H 5.50589 1.21417 -0.61221 0.073
H -3.15584 1.57458 1.39262 0.129
H -0.18093 1.59709 0.68261 0.098
```



Computed, not measured: a structure of composition C11H28Cl2MnNO2P, with ωB97M-V/def2-TZVPD.

Values from the calculation:
**2S+1**: 4
**E_tot**: -83099.9699 eV
**<S²>**: 3.7642
**LUMO (spin up / spin down)**: -1.19 / -1.19 eV

Structure (XYZ):
```
46
Properties=species:S:1:pos:R:3:lowdin_charge:R:1
H 3.25498 2.90258 1.73140 0.051
C -3.17345 0.56197 0.15611 -0.145
H -4.43009 -1.84241 -0.54602 0.064
H -2.95921 -0.68256 1.90048 0.097
H 5.21899 5.95963 -2.51638 0.145
C -0.64066 -3.74181 -1.21438 -0.132
H 5.51166 6.48702 0.30867 0.163
H -3.28961 0.47225 -0.92991 0.068
C 0.41832 -2.88176 2.00262 -0.143
C -1.07544 -2.57891 1.88955 -0.578
C 4.79452 6.17824 -1.53489 -0.046
Cl 3.29108 1.44314 -2.25654 -0.176
H 0.74513 -3.59109 1.23380 0.060
H -1.63284 -4.39382 2.92316 0.077
O 2.61775 5.13934 -1.75116 0.010
H 0.62979 -3.31907 2.98557 0.071
H -2.27914 1.16327 0.34677 0.014
H -5.17229 -1.15675 0.89353 0.078
H 5.90601 5.00188 -0.25364 0.160
H -4.05502 1.08370 0.54811 0.074
Mn 2.48720 2.80107 -0.61972 0.121
H 0.29576 -3.20197 -1.41573 0.085
H 4.35682 7.18604 -1.54279 0.148
O 4.09522 4.26027 -0.29618 -0.183
H -1.41052 -1.39772 -2.57231 0.086
C -2.20118 -2.07900 -2.22840 -0.131
H -2.35585 -2.82535 -3.01582 0.075
C -1.80575 -2.79623 -0.94360 -0.599
H 3.33395 2.13837 1.67441 0.070
C 3.74740 5.12016 -1.20219 -0.626
Cl 0.34621 2.32201 0.01344 -0.146
N 5.85573 6.00504 -0.50843 0.173
C -4.27653 -1.67648 0.52631 -0.127
H -1.34953 -1.87793 2.69365 0.095
H -1.82368 -4.50914 1.17924 0.061
H -4.22736 -2.65177 1.01918 0.049
H -0.87195 -4.33134 -2.11005 0.074
H -3.13043 -1.51741 -2.11677 0.048
P -1.39817 -1.55447 0.37362 1.065
H -0.48238 -4.44255 -0.39159 0.049
C -1.93743 -3.82831 2.03042 -0.121
H -2.66216 -3.37262 -0.55929 0.089
H -2.99766 -3.58105 2.13800 0.054
H 6.78620 6.37665 -0.75052 0.180
C -3.05277 -0.81195 0.81053 -0.565
H 0.99835 -1.95915 1.89777 0.065
```



Computed, not measured: a structure of composition C26H18BF4IN4O4SV, with ωB97M-V/def2-TZVPD.

Values from the calculation:
**2S+1**: 2
**E_tot**: -97581.3462 eV
**<S²>**: 0.7648
**LUMO (spin up / spin down)**: -1.50 / -1.73 eV
**ΔE to the lowest compared entry with this formula, charge and spin**: 195.4 kJ/mol

Structure (XYZ):
```
60
Properties=species:S:1:pos:R:3:lowdin_charge:R:1
H 0.74077 -0.87050 4.70567 0.120
V -0.37545 0.12709 -0.40392 0.884
F 0.30245 4.26784 -1.75287 0.137
F -1.73218 4.23957 -0.68062 0.151
C -2.10484 -2.31889 1.06849 -0.115
C 1.74359 0.83781 -4.12982 -0.047
F -0.17275 2.58937 -0.23779 -0.074
H 0.95881 1.73842 5.50233 0.125
N -0.95717 -0.10110 3.60790 -0.036
O -4.03446 0.79026 -1.44053 0.196
C 1.06436 0.65979 -1.80367 -0.131
H -2.45421 -2.98516 -4.68745 0.120
H -0.39256 3.80505 5.13788 0.091
C 0.75040 0.76161 -3.13254 -0.074
C -1.33748 -1.28298 2.94793 -0.280
C -2.08153 -2.42386 -3.84141 0.003
C -1.03420 3.39689 4.36061 -0.039
H -1.67115 -4.59040 3.51085 0.115
C -2.89697 0.44435 -1.39557 -0.464
O 0.61414 -1.35205 -0.25820 -0.226
C -1.54878 1.15190 3.48238 -0.792
H -2.47615 -2.20525 0.05642 0.112
H -0.28424 0.80925 -3.44342 0.104
C -1.31971 -2.48276 3.65413 0.016
C 0.12202 -0.01764 4.49327 -0.120
O -1.94119 0.78086 -0.55683 -0.136
C 2.43633 0.68350 -1.41584 -0.193
C -0.43913 -2.04782 -2.17067 -0.127
H -2.08149 3.55750 4.61044 0.076
C -2.08419 -3.56335 1.66974 -0.040
C -1.67560 -3.64126 2.99213 -0.042
F -1.25826 2.68689 -2.31893 0.099
C 0.69142 -2.27978 -1.19187 -0.487
N -1.70526 -1.20116 1.67447 0.122
H 4.54623 0.68826 1.28057 0.089
I 1.57551 0.87392 1.54253 1.341
B -0.74113 3.49546 -1.27584 -1.203
C 3.05929 0.75851 -3.78880 -0.027
H 1.44438 0.93623 -5.16553 0.109
N -0.77965 1.97802 4.24541 -0.137
H 3.83387 0.75759 -4.54608 0.114
H -0.83426 3.89538 3.41143 0.101
C -2.82681 -1.36286 -3.33318 0.055
C 4.81094 0.63026 -2.07937 -0.027
C -2.30020 -0.64892 -2.27772 -0.115
H 6.25560 0.54853 -0.51092 0.107
C 2.91679 0.70561 -0.08479 -0.522
H -3.79061 -1.09340 -3.74155 0.136
N -1.11625 -0.97725 -1.76180 0.010
C 3.44368 0.68665 -2.43071 -0.151
S -2.93815 1.58605 2.68987 0.680
H 5.54606 0.62021 -2.87516 0.115
H -1.06024 -2.49462 4.70344 0.118
H -2.37614 -4.44438 1.11564 0.110
C 4.24220 0.66144 0.24305 -0.150
C 5.20789 0.60018 -0.77474 -0.073
C -0.88357 -2.79919 -3.23622 0.054
C 0.23394 1.26766 4.86227 -0.085
H -0.31328 -3.65479 -3.56858 0.134
O 1.47860 -3.17852 -1.25592 0.167
```



Computed, not measured: an isolated molecule of C3H4N2O, with ωB97M-V/def2-TZVPD.

Values from the calculation:
**E_tot**: -8201.3535 eV
**SMILES**: NC1=N[C@H]1C=O
**LUMO**: 0.70 eV
**ΔE to the lowest compared entry with this formula, charge and spin**: 244.3 kJ/mol

Structure (XYZ):
```
10
Properties=species:S:1:pos:R:3:lowdin_charge:R:1
H -0.14658 1.50150 2.24025 0.116
N -0.27060 -1.49095 -1.18547 0.177
C 0.20769 -0.34792 -0.70057 -0.483
H -0.33418 -1.58572 -2.18713 0.115
H -0.78881 -2.06420 -0.55351 0.105
C 0.58295 0.27863 0.52868 -0.156
C -0.30602 1.28598 1.16186 -0.261
H 1.34313 -0.17064 1.18002 0.119
N 0.82678 0.69829 -1.00257 0.229
O -1.12259 1.89989 0.51529 0.039
```



Computed, not measured: an isolated molecule of C5H8O2, with ωB97M-V/def2-TZVPD.

Values from the calculation:
**E_tot**: -9407.3339 eV
**SMILES**: CC(=O)C1(O)CC1
**LUMO**: 0.95 eV
**ΔE to the lowest compared entry with this formula, charge and spin**: 241.1 kJ/mol

Structure (XYZ):
```
15
Properties=species:S:1:pos:R:3:lowdin_charge:R:1
H 0.28576 -1.35123 1.99119 0.102
H -1.46732 0.06178 -1.39267 0.105
H 2.09508 1.11744 -1.07821 0.083
H -0.64867 1.85374 0.22067 0.110
C -1.12876 0.96634 0.62279 -0.037
H 2.38156 -0.57368 -0.90257 0.141
C -1.60154 -0.09085 -0.32585 -0.046
C -0.40515 -0.36134 0.52838 -0.469
H -1.67848 1.09842 1.54842 0.115
O -0.57781 -1.28288 1.54994 0.036
O 1.82911 -0.94031 0.65892 0.035
C 1.54292 0.19309 -1.24489 0.002
H -2.47692 -0.66625 -0.04281 0.118
H 0.88512 0.32675 -2.13408 0.093
C 0.96508 -0.35102 0.00077 -0.386
```